[1]
A molecular structure, C51H50N8O13S, computed with ωB97M-V with the def2-TZVPD basis set.

Output
Kohn-Sham gap = 7.6 eV
Energy = -103057.791 eV
Max |F| = 0.025 Eh/bohr
HOMO level = -8.2 eV
LUMO level = -0.6 eV

Cartesian coordinates (Å):
C: 2.032 -2.726 3.189
O: 1.909 -0.623 4.115
C: 0.461 1.116 1.536
O: 5.747 -6.936 -4.576
H: -3.404 4.791 0.391
C: -2.026 -7.573 6.386
H: -2.099 6.599 -3.488
H: -3.853 2.128 0.178
H: 7.535 -4.012 -2.531
H: -3.140 12.406 0.822
O: 2.137 -5.918 5.034
H: 6.283 -3.497 -4.596
N: 1.288 -1.526 3.589
H: 0.431 8.720 -0.532
H: 0.472 2.160 1.854
H: -5.956 4.619 -1.156
H: -0.977 0.020 0.313
C: 0.980 6.824 0.219
O: 2.763 -6.490 -0.825
C: -3.845 4.691 -0.601
C: 6.502 -4.315 -2.627
C: 0.558 7.285 -2.127
H: 1.554 4.791 0.673
C: -0.661 -7.737 6.214
H: 5.139 -4.018 3.289
C: -3.324 8.557 0.564
H: -4.410 11.124 2.504
C: 3.475 -11.239 -4.038
N: 5.595 -7.842 -5.371
N: 1.525 -6.859 5.497
O: 2.023 -7.916 5.832
C: 3.845 -5.095 -2.886
N: -4.692 8.457 2.605
C: -0.523 -5.518 5.268
C: -2.797 4.034 -1.481
C: 5.796 -4.024 -3.786
C: 1.200 5.093 -1.417
H: -2.612 -8.371 6.822
C: -5.250 4.030 -0.572
N: 0.190 2.410 -3.875
N: -0.819 0.993 -2.097
H: -7.176 5.659 0.781
H: -0.181 -8.658 6.511
H: -5.158 4.610 1.540
H: 3.944 -5.885 2.208
C: 4.846 -9.022 -4.914
H: 2.941 -12.115 -3.692
H: -2.114 8.761 -1.186
C: -2.547 10.665 -0.285
C: 0.699 5.496 -3.861
C: -5.783 4.005 0.879
H: 3.241 -10.177 -2.188
H: -1.219 2.762 0.794
H: -5.203 3.024 -0.972
H: -2.403 2.185 1.915
H: 5.078 -10.063 -6.777
C: 3.389 -2.798 3.449
H: 3.854 -12.054 -5.987
C: 1.284 5.501 -0.095
H: -3.375 7.481 0.494
C: -1.889 -5.363 5.440
H: 0.294 -3.686 2.368
O: 4.560 -6.359 0.346
H: 0.293 7.959 -2.931
C: -2.616 9.281 -0.380
C: -1.205 4.342 -3.316
C: 1.353 -3.760 2.569
N: 3.915 -6.133 -0.660
N: -2.579 6.186 -2.701
H: -3.705 -6.261 6.142
H: 3.905 -1.979 3.928
H: -2.368 -4.441 5.140
C: -7.181 4.589 1.001
O: -5.255 9.061 3.493
C: -2.888 1.824 -0.201
C: 4.678 -10.091 -5.774
C: 2.051 -4.901 2.212
C: -0.979 0.680 1.175
C: -0.755 3.005 -3.159
C: 4.470 -4.410 -3.913
H: -8.455 4.468 -0.452
H: -7.470 4.503 2.052
C: 0.641 7.693 -0.808
C: -3.907 10.611 1.698
H: 6.433 -5.229 -0.691
C: 5.885 -5.000 -1.593
C: 4.335 -9.034 -3.628
H: 1.412 4.056 -1.653
H: 1.016 7.139 1.252
C: -1.882 1.918 0.997
O: 6.015 -7.842 -6.510
C: 4.565 -5.385 -1.741
H: 0.864 0.552 2.374
C: 0.072 -6.703 5.661
H: -5.762 2.999 1.300
C: -2.192 4.849 -2.520
C: -2.639 -6.388 6.002
H: 1.535 -5.721 1.730
H: 3.922 -4.181 -4.817
C: 3.989 -11.208 -5.328
H: -3.579 6.302 -2.786
C: -1.359 2.211 -2.139
C: 0.824 5.952 -2.441
H: 2.813 -5.398 -2.983
C: 4.079 -3.944 3.088
H: -1.370 0.117 2.023
O: -8.123 3.862 0.213
H: 4.471 -8.188 -2.971
O: 1.607 5.436 -4.607
C: -3.957 9.234 1.593
C: 3.644 -10.152 -3.191
H: 1.134 1.030 0.682
O: -4.679 7.248 2.482
O: 0.091 -1.498 3.377
H: -3.990 5.704 -0.966
C: -2.384 2.744 -1.292
S: 0.306 0.915 -3.234
H: -1.987 11.229 -1.020
H: -2.889 0.822 -0.624
O: -0.575 5.131 -4.295
H: 0.064 -4.721 4.834
C: 3.412 -4.996 2.474
C: -3.194 11.329 0.751

Forces on the atoms, in the same order (eV/Å):
C 0.07 -0.17 -0.06
O -0.02 -0.03 0.01
C -0.23 -0.13 -0.03
O 0.12 -0.12 -0.10
H -0.20 -0.12 0.17
C -0.02 0.13 -0.05
H -0.10 -0.02 -0.10
H -0.28 -0.21 -0.28
H 0.00 -0.01 0.02
H -0.02 0.00 0.02
O 0.04 -0.06 0.13
H 0.00 -0.01 0.00
N 0.11 -0.03 0.14
H -0.03 0.06 -0.19
H 0.01 0.04 0.01
H 0.11 -0.08 -0.32
H -0.09 0.12 -0.16
C 0.15 -0.61 -0.31
O 0.01 -0.03 0.00
C 0.05 -0.15 -0.69
C -0.10 0.02 -0.09
C 0.06 -0.53 -0.15
H 0.04 -0.04 0.04
C -0.05 -0.21 0.10
H -0.01 0.01 0.03
C 0.05 -0.19 -0.10
H -0.03 -0.12 0.05
C 0.01 0.01 -0.01
N 0.00 0.01 0.01
N 0.04 0.00 0.01
O -0.02 0.01 -0.02
C -0.21 0.02 -0.14
N 0.06 0.01 -0.09
C -0.01 0.23 -0.08
C -0.07 0.05 -0.30
C -0.03 0.08 0.04
C 0.14 -0.74 -0.13
H 0.02 -0.01 0.00
C 0.49 0.23 1.12
N 0.13 -0.68 0.46
N -0.13 -0.23 0.19
H -0.02 0.00 -0.29
H 0.12 0.06 -0.03
H 0.12 0.04 -0.07
H 0.03 -0.17 0.12
C -0.10 -0.17 0.08
H -0.01 0.01 0.00
H -0.04 -0.07 0.03
C -0.03 -0.01 0.04
C -0.40 -0.39 0.27
C -0.22 0.24 -0.20
H 0.01 0.03 0.00
H -0.09 0.12 -0.03
H -0.19 0.00 -0.24
H -0.06 -0.23 0.10
H 0.06 0.12 0.03
C 0.23 0.06 0.07
H 0.01 0.01 -0.02
C -0.26 0.48 -0.25
H -0.04 0.01 0.11
C -0.05 -0.11 0.05
H 0.01 0.13 0.04
O 0.20 -0.24 -0.52
H -0.05 0.20 0.13
C 0.00 0.17 -0.03
C 0.00 0.17 -0.25
C -0.18 -0.11 -0.14
N -0.03 -0.01 0.05
N 0.06 -0.12 0.16
H 0.00 0.00 -0.01
H -0.13 0.06 0.02
H 0.03 0.01 -0.01
C 0.17 -0.58 0.73
O 0.01 -0.01 -0.03
C 0.95 0.79 0.42
C 0.02 -0.13 -0.20
C 0.13 0.05 -0.05
C 0.21 0.54 1.07
C -0.48 0.76 0.00
C 0.07 0.14 0.08
H -0.16 -0.16 -0.09
H -0.19 0.04 -0.02
C -0.05 0.57 0.49
C -0.04 0.22 0.09
H -0.11 -0.07 0.04
C 0.22 -0.01 0.10
C -0.05 0.08 0.22
H 0.03 0.01 -0.05
H -0.02 0.21 -0.02
C 0.21 -0.24 -0.95
O -0.02 0.00 0.02
C 0.09 0.12 -0.15
H 0.06 -0.01 -0.19
C -0.21 0.03 0.03
H -0.13 -0.09 -0.09
C 0.13 -0.17 -0.42
C 0.01 -0.01 0.00
H 0.00 0.00 0.00
H -0.01 -0.02 0.00
C -0.04 0.03 0.13
H 0.01 0.09 0.01
C 0.33 0.20 -0.31
C -0.27 0.47 0.59
H 0.01 -0.06 0.12
C -0.19 -0.02 -0.10
H -0.01 -0.24 -0.10
O 0.08 0.40 -0.07
H 0.07 0.06 -0.10
O 0.86 0.25 -0.90
C 0.14 0.11 -0.16
C -0.01 -0.09 -0.09
H 0.04 -0.01 -0.02
O -0.13 -0.12 0.10
O -0.05 -0.10 0.06
H 0.13 0.14 0.27
C -0.51 -0.30 0.08
S -0.05 0.36 -0.26
H -0.01 0.01 0.00
H -0.33 -0.17 0.27
O 0.01 -0.05 0.81
H 0.11 -0.07 0.03
C -0.17 0.35 0.34
C 0.06 -0.10 -0.09

These are the Löwdin partial charges, in e, on atoms 1 to 6:
1 C -0.1498
2 O 0.0722
3 C -0.0873
4 O 0.0737
5 H 0.1203
6 C -0.0667


[2]
C7H9F in the gas phase, computed with ωB97M-V with the def2-TZVPD basis set.

Output
Kohn-Sham gap = 10.7 eV
Energy = -10118.177 eV
Max |F| = 0.121 Eh/bohr
HOMO level = -9.7 eV
Energy relative to the best compared isomer or geometry (same formula, charge and spin) = 3.253 eV
LUMO level = 1.1 eV

Cartesian coordinates (Å):
H: -0.807 0.423 1.807
C: -0.033 -0.287 1.261
H: -1.384 -2.544 0.637
H: 0.584 -0.600 2.032
H: 0.962 1.757 1.262
H: -1.772 -2.464 -1.186
C: 0.141 0.039 -0.953
C: -0.441 -1.094 -0.022
H: -1.524 1.220 -0.208
C: 1.435 0.467 -0.435
H: 2.224 -0.252 -0.127
C: -1.180 -2.130 -0.264
H: -0.246 2.318 -0.981
F: -0.230 -0.462 -2.141
C: 0.611 1.007 0.574
H: 2.110 1.226 -0.791
C: -0.450 1.376 -0.464

Forces on the atoms, in the same order (eV/Å):
H 0.19 -2.68 -0.72
C -2.41 3.69 0.15
H -1.28 -2.09 2.40
H 1.28 -1.39 1.17
H 0.19 0.13 0.35
H 1.69 0.63 1.26
C -3.46 -2.07 -2.04
C 2.59 5.49 1.30
H 0.70 0.71 0.07
C 5.76 -1.75 -0.91
H -0.83 -0.41 0.05
C -1.25 -0.01 -2.63
H 0.11 -0.55 -0.31
F 0.72 0.36 -3.05
C -2.07 0.33 4.12
H -0.60 0.70 -1.64
C -1.35 -1.09 0.42

These are the Löwdin partial charges, in e, on atoms 1 to 6:
1 H 0.1489
2 C -0.0547
3 H 0.0264
4 H 0.0740
5 H 0.1446
6 H 0.1137


[3]
A molecular structure, C4H6N2O, computed with ωB97M-V with the def2-TZVPD basis set.

Output
Kohn-Sham gap = 9.2 eV
Energy = -9269.774 eV
Max |F| = 0.025 Eh/bohr
HOMO level = -8.7 eV
Energy relative to the best compared isomer or geometry (same formula, charge and spin) = 3.728 eV
LUMO level = 0.6 eV

Cartesian coordinates (Å):
C: -2.216 0.544 0.187
H: 3.281 -0.268 -0.503
C: -0.354 -0.980 -0.526
O: 0.725 0.969 0.874
H: -2.270 1.159 -0.710
H: 3.224 1.041 0.646
N: 0.904 -0.757 -0.694
H: -2.407 -0.878 0.321
H: -0.771 -1.803 -1.113
H: -2.976 0.726 0.949
C: 1.407 0.272 0.137
N: 2.753 0.413 0.016
C: -1.301 -0.438 0.415

Forces on the atoms, in the same order (eV/Å):
C 0.20 0.60 -0.05
H -0.12 0.08 0.05
C -0.04 -0.12 0.01
O 0.29 -0.09 -0.17
H 0.27 0.40 0.12
H -0.08 -0.08 -0.10
N -0.38 0.11 0.13
H 0.39 -0.98 0.76
H 0.08 0.04 0.00
H -0.04 -0.14 -0.33
C -0.01 0.21 0.19
N 0.04 -0.04 0.06
C -0.62 0.00 -0.66

These are the Löwdin partial charges, in e, on atoms 1 to 6:
1 C 0.0119
2 H 0.0951
3 C -0.1758
4 O 0.0340
5 H 0.0897
6 H 0.1047